Entry 1:
28
Properties=species:S:1:pos:R:3:forces:R:3 method="wB97M-V/def2-TZVPD" multiplicity=1 homo_energy_ha="-0.498 / -0.498" relative_energy_kcal_mol=70.2 total_charge=+1 e_lumo_ev="-5.060 / -5.061" largest_force_ha_per_bohr=0.07354
C 2.36578 -1.35986 1.18075 -0.45 1.98 -1.35
C 1.84342 -0.36588 -1.02376 1.38 1.57 -1.19
C 1.80161 1.15557 1.17689 -1.57 0.58 -3.13
C -2.93967 -0.01424 0.49231 -0.34 -0.01 -0.21
C -1.49176 -0.50766 -1.63012 -2.61 0.23 0.75
C 1.49358 -0.18855 0.44299 1.46 -0.08 1.11
C -1.86406 0.41323 -0.45333 -0.27 -1.76 -0.63
N -0.01518 -0.39891 0.63398 1.10 -1.66 -2.87
P -1.42687 2.07814 -0.74034 3.71 -0.10 0.75
H 2.21187 -2.27645 0.62425 0.04 -0.37 0.22
H 3.45524 -1.07506 1.12382 -1.19 -0.23 0.10
H 2.04635 -1.42244 2.20245 -0.01 -0.31 0.59
H 1.51122 -1.37681 -1.20201 0.17 -0.43 -0.82
H 3.03480 -0.29674 -1.22436 -2.99 -0.13 0.55
H 1.29222 0.33765 -1.75184 1.09 -0.87 1.16
H 1.96724 0.89352 2.17287 0.25 0.23 1.77
H 2.58438 1.81225 0.75072 -0.04 -0.88 0.26
H 0.86575 1.75424 1.00466 0.85 -0.22 0.76
H -2.61847 -0.68336 1.29307 -0.08 0.07 -0.10
H -3.68719 -0.52360 -0.10293 0.16 -0.90 -0.45
H -3.59625 0.77386 0.83796 0.71 0.66 0.73
H -1.71270 -1.54810 -1.47347 -0.14 -0.44 0.56
H -0.49412 -0.38218 -1.73225 2.98 0.12 -0.79
H -1.95086 -0.29470 -2.59597 -0.37 0.64 0.20
H -0.16618 -1.40750 0.38469 -0.26 1.15 0.74
H -0.22148 -0.21491 1.56319 -0.58 0.04 2.29
H -2.03682 2.26655 -1.87285 -1.15 0.02 -2.92
H -2.25184 2.85194 -0.08135 -1.84 1.08 1.91

=====

Entry 2:
16
Properties=species:S:1:pos:R:3:forces:R:3 method="wB97M-V/def2-TZVPD" multiplicity=1 homo_energy_ha=-0.086 relative_energy_kcal_mol=72.5 total_charge=-1 e_lumo_ev=4.376 largest_force_ha_per_bohr=0.02665
C 0.02830 0.71965 1.40208 0.60 0.81 -0.63
O -0.62814 1.79941 1.27574 -0.02 0.73 -0.04
C 0.15292 -0.34465 0.39668 0.23 0.32 0.51
C -0.52875 0.00378 -0.91485 -1.32 -0.35 0.12
C -1.19868 -1.20032 -1.59172 0.54 0.27 -0.29
N 0.68106 -1.55295 0.64984 0.57 -0.59 -0.02
H 2.37868 2.66610 1.48071 -0.01 -0.02 -0.09
H 0.72732 0.62315 2.25111 -0.15 -0.59 0.16
H -0.73648 -0.25726 1.43185 -0.73 -0.75 0.14
H -1.29519 0.74344 -0.67509 0.13 0.23 -0.12
H 0.16610 0.50068 -1.59053 0.37 -0.04 0.09
H -0.57628 -2.08580 -1.43973 -0.13 -0.01 0.07
H -1.30420 -1.02507 -2.66756 -0.09 -0.03 0.02
H -2.19162 -1.36973 -1.17954 -0.04 -0.14 0.10
H 2.69100 2.46280 0.83711 0.02 0.02 0.07
H 1.63395 -1.68321 0.33387 0.05 0.16 -0.10

=====

Entry 3:
47
Properties=species:S:1:pos:R:3:forces:R:3 method="wB97M-V/def2-TZVPD" multiplicity=1 homo_energy_ha=-0.375 e_lumo_ev=0.162 largest_force_ha_per_bohr=0.05232
O -1.91993 2.87234 0.31770 0.41 -0.63 0.08
C -1.06473 2.01412 0.30453 -0.66 0.45 -0.10
N -0.82321 1.23515 -0.79852 0.40 -0.23 0.56
O 0.16057 0.24420 -0.62781 -0.83 -0.04 0.04
B 1.06973 0.20552 -1.67067 0.40 -0.22 -0.32
O 1.51634 1.32153 -2.29373 -0.25 0.68 0.34
O 1.51877 -1.04217 -2.02615 -0.04 0.17 -0.35
O -0.22170 1.77055 1.34497 0.57 0.73 0.07
P 0.48985 3.20373 1.84473 0.13 0.00 -0.52
O 0.04968 3.14643 3.38802 0.07 -0.19 -0.02
Br 2.65035 2.53001 1.93675 -0.29 -0.18 0.07
H -1.67428 0.81989 -1.15397 -0.04 -0.08 -0.29
H 1.23228 1.38905 -3.20439 0.30 0.00 -0.41
H 0.74076 -1.56895 -2.21816 -0.03 -0.70 0.31
H 0.06043 4.06349 3.67938 -0.12 0.16 0.53
Cl 4.48046 -4.17665 -4.62533 0.01 0.01 -0.01
C 3.34833 -4.05095 -3.25427 0.04 0.05 0.09
C 2.04772 -4.75950 -3.52712 -0.02 -0.02 0.08
Cl 1.09411 -3.94141 -4.79349 -0.04 0.02 0.01
H 3.18805 -2.99639 -3.04563 -0.01 0.03 -0.05
H 3.83632 -4.50594 -2.39462 0.00 -0.05 0.00
H 1.44028 -4.76478 -2.62412 -0.01 0.04 0.02
H 2.20880 -5.78604 -3.84278 0.02 0.00 -0.08
Cl -1.94094 1.79426 -3.98614 0.06 -0.05 0.00
C -2.08936 3.30795 -3.04273 -0.01 0.04 0.11
C -2.70647 4.41511 -3.85266 -0.04 0.04 -0.01
Cl -1.63422 4.96467 -5.16648 0.00 0.00 -0.02
H -1.09858 3.57484 -2.68685 0.05 -0.03 -0.04
H -2.71456 3.08991 -2.18038 -0.03 0.00 0.01
H -2.88969 5.27306 -3.20947 0.04 0.01 0.04
H -3.64758 4.10549 -4.29792 0.01 -0.03 -0.05
Cl -3.94411 -2.92930 3.02707 -0.13 -0.06 -0.07
C -2.36534 -2.10002 3.08833 -1.05 -0.25 -0.18
C -2.20627 -1.10331 1.97338 -0.15 0.30 -0.15
Cl -2.09153 -1.90235 0.38043 -0.08 -0.03 -0.09
H -1.58762 -2.85725 3.05620 -0.56 -0.26 -0.24
H -2.31131 -1.58518 4.04410 -0.46 -0.08 -0.14
H -1.28989 -0.53445 2.11467 -0.17 -0.07 -0.16
H -3.04705 -0.41487 1.94078 -0.10 -0.07 -0.05
Cl -0.07980 -1.61269 3.90799 2.46 0.58 0.93
C 1.38587 -0.60196 4.01208 0.19 -0.06 0.00
C 1.88752 -0.47378 5.42479 0.14 0.02 0.01
Cl 0.78154 0.48077 6.44500 -0.04 -0.01 0.02
H 1.15506 0.36910 3.58611 -0.10 0.04 0.00
H 2.14368 -1.07841 3.39358 0.04 -0.02 0.01
H 2.84558 0.04201 5.42272 0.00 0.05 -0.02
H 2.01608 -1.44683 5.89008 -0.06 -0.02 0.03

=====

Entry 4:
24
Properties=species:S:1:pos:R:3:forces:R:3 method="wB97M-V/def2-TZVPD" multiplicity=8 homo_energy_ha="-0.200 / -0.156" relative_energy_kcal_mol=125.1 e_lumo_ev="0.110 / 0.207" largest_force_ha_per_bohr=0.17200
C -0.39080 0.12640 -2.19570 0.51 0.71 -3.34
C -1.21210 1.13170 -1.59290 0.65 0.86 -0.79
C -0.32370 2.01710 -0.90370 0.49 2.75 -2.86
C 1.05050 1.64580 -1.21130 -0.72 1.71 -1.95
C 1.00910 0.48070 -2.00770 -0.82 1.13 -1.74
Gd 0.00000 0.00000 0.00000 -0.01 2.45 7.27
P -0.05290 -2.17810 0.38350 -0.20 -8.83 0.52
H -0.75040 -0.71150 -2.79700 0.20 0.36 0.21
H -2.30030 1.18720 -1.61760 0.43 -0.10 0.13
H -0.62230 2.89760 -0.33060 0.14 -0.42 -0.19
H 1.86510 -0.06460 -2.40760 -0.33 0.09 0.30
H 1.94450 2.17420 -0.87760 -0.35 -0.29 -0.02
H 1.01720 -3.03700 -0.02730 0.00 0.12 0.30
H -1.08940 -3.00500 -0.15790 -0.16 -0.05 0.38
H -0.14450 -2.66460 1.72170 -0.05 -1.01 0.46
C 1.13690 2.71320 3.43120 1.00 0.75 0.33
S 0.68140 1.70250 1.97430 0.27 0.28 2.26
C 0.52480 0.19720 3.01530 -0.81 -0.79 0.03
H 1.81440 3.52500 3.10400 -0.69 -0.14 0.05
H 1.76960 2.13250 4.14080 -0.66 0.16 -0.51
H 0.23480 3.11160 3.93900 0.61 -0.27 -0.35
H 1.45880 -0.40290 3.00860 -0.64 0.36 0.07
H 0.18880 0.41610 4.05080 0.48 0.24 -0.65
H -0.32770 -0.39160 2.62350 0.64 -0.06 0.10

=====

Entry 5:
19
Properties=species:S:1:pos:R:3:forces:R:3 method="wB97M-V/def2-TZVPD" multiplicity=1 homo_energy_ha="-0.547 / -0.547" relative_energy_kcal_mol=87.3 total_charge=+1 e_lumo_ev="-7.550 / -7.549" largest_force_ha_per_bohr=0.08458
C -2.96774 0.79223 0.55333 2.73 0.73 0.99
C -1.99694 -0.86453 -0.36747 1.83 -2.43 0.25
C -1.14719 -0.02114 0.33446 1.78 -0.47 -2.08
C 1.23753 -0.01234 1.40483 1.42 -1.74 0.21
C 0.80857 1.44724 -0.56382 -2.78 -0.75 -3.26
C 0.86540 -1.07919 -0.86078 -2.08 0.69 2.97
C 0.54337 0.11107 0.07849 -2.86 -0.77 0.10
N -1.83919 1.06915 0.97576 -3.18 0.03 -0.62
S -3.68413 -0.49868 -0.24919 -0.35 0.58 0.45
H -1.71152 -1.89945 -0.77720 -0.59 2.04 0.17
H 1.17111 0.76252 2.14238 -0.26 0.91 -0.12
H 0.99158 -0.93310 1.97285 -0.02 0.25 -0.61
H 2.30563 -0.13309 1.09484 -0.56 0.27 0.67
H 1.81257 1.56629 -0.79220 2.24 0.54 0.58
H 0.31086 2.21247 -0.01368 0.27 0.95 0.34
H 0.43795 1.49886 -1.70041 0.02 -0.27 2.44
H 0.17497 -1.89917 -0.69039 0.61 -0.41 0.11
H 1.85063 -1.31042 -0.71086 2.43 -1.23 0.76
H 0.83655 -0.80870 -1.83095 -0.66 1.07 -3.35